Molecular formula: C54H44N3OP3PtS2
Method: DFT, ωB97M-V/def2-TZVPD

Calculated values
* charge: 0
* electronic energy: -116016.6291 eV
* HOMO: -6.326 eV
* energy above the lowest of the compared OMol25 structures with the same formula, charge and spin: 0.000 eV

Positions of all 108 atoms, in Å:
Pt: 0.515202 0.044753 -0.386517
S: 1.822239 1.158765 1.232023
P: 2.714257 -0.694258 1.296591
C: 1.573216 -1.493781 0.365362
P: 1.198574 -2.748017 -0.678542
S: -0.327955 -1.772697 -1.663462
C: 2.505214 -3.267247 -1.832739
C: 3.548669 -4.063304 -1.359887
C: 4.652159 -4.316638 -2.159835
C: 4.717866 -3.783718 -3.440947
C: 3.679232 -2.996290 -3.918261
C: 2.577074 -2.733861 -3.115269
C: 0.780261 -4.288733 0.184843
C: 0.637774 -4.238991 1.567777
C: 0.335829 -5.393661 2.278630
C: 0.152192 -6.592676 1.606447
C: 0.277496 -6.643946 0.221724
C: 0.598664 -5.497504 -0.487434
C: 4.400350 -0.606142 0.623414
C: 5.540325 -0.501674 1.414606
C: 6.793405 -0.414627 0.822347
C: 6.912112 -0.431194 -0.560244
C: 5.775443 -0.524648 -1.354447
C: 4.524632 -0.607754 -0.764970
C: 2.929714 -1.369795 2.963005
C: 3.596509 -2.584761 3.118209
C: 3.604466 -3.221390 4.349441
C: 2.950536 -2.646686 5.433006
C: 2.291662 -1.434792 5.284243
C: 2.276536 -0.799548 4.049326
H: 3.503044 -4.483086 -0.360509
H: 5.461961 -4.929199 -1.782900
H: 5.579388 -3.982815 -4.066460
H: 3.726977 -2.582695 -4.918290
H: 1.767000 -2.108347 -3.471026
H: 0.774461 -3.289021 2.072796
H: 0.231516 -5.349297 3.355656
H: -0.090093 -7.492600 2.159088
H: 0.135348 -7.581489 -0.301892
H: 0.714691 -5.542580 -1.564829
H: 5.457443 -0.489535 2.495288
H: 7.677558 -0.336212 1.443406
H: 7.891046 -0.368999 -1.019879
H: 5.862837 -0.535172 -2.433843
H: 3.630873 -0.672863 -1.372744
H: 4.105396 -3.036891 2.273394
H: 4.119017 -4.167344 4.463984
H: 2.955240 -3.145864 6.394080
H: 1.781609 -0.987784 6.128779
H: 1.758662 0.143566 3.915945
C: -1.375532 3.943858 -0.869657
C: -0.568720 2.889435 -0.497041
N: -0.594137 1.711203 -1.133817
C: -1.451415 1.546299 -2.136460
C: -2.343198 2.532567 -2.545810
C: -2.268407 3.766305 -1.915414
C: -3.311375 2.309654 -3.635428
C: -4.173350 1.303662 -3.823120
C: -4.507847 0.176868 -2.933391
C: -5.406244 -0.797468 -3.360402
C: -5.711321 -1.811783 -2.468726
N: -5.181529 -1.882196 -1.251952
C: -4.334273 -0.903578 -0.939864
N: -3.987007 0.120744 -1.704961
H: -1.307105 4.884809 -0.340998
H: 0.130371 2.970639 0.323031
H: -1.427184 0.584379 -2.625085
H: -2.927116 4.571597 -2.219261
H: -3.333917 3.099513 -4.380959
H: -4.767917 1.337430 -4.730052
H: -5.848846 -0.763675 -4.346724
H: -6.408289 -2.597690 -2.740433
H: -3.870257 -0.944741 0.037927
O: -1.848639 0.129667 1.318131
P: -2.993469 -0.218910 2.190448
C: -3.258759 -2.003267 2.266377
C: -2.547047 -2.775602 1.353292
C: -2.727297 -4.152918 1.322195
C: -3.601796 -4.756616 2.212771
C: -4.298608 -3.988660 3.141511
C: -4.129230 -2.614171 3.168298
C: -4.546662 0.525071 1.631131
C: -5.672673 -0.207828 1.271119
C: -6.779230 0.433847 0.728332
C: -6.763002 1.807601 0.539939
C: -5.637122 2.544941 0.890356
C: -4.533934 1.905853 1.430257
C: -2.738320 0.342876 3.888882
C: -1.411142 0.458147 4.299005
C: -1.120147 0.871639 5.589593
C: -2.150798 1.175821 6.471152
C: -3.473438 1.074616 6.060583
C: -3.768170 0.662218 4.768198
H: -1.855701 -2.289300 0.670004
H: -2.175167 -4.748451 0.604473
H: -3.740249 -5.830785 2.190921
H: -4.974079 -4.464483 3.842078
H: -4.670586 -2.018084 3.895931
H: -5.684720 -1.285078 1.391036
H: -7.649275 -0.145710 0.443885
H: -7.623795 2.305858 0.111831
H: -5.618697 3.616673 0.734018
H: -3.644433 2.475037 1.678737
H: -0.622508 0.250227 3.582262
H: -0.088555 0.972723 5.906316
H: -1.922335 1.504804 7.477337
H: -4.275175 1.326634 6.743917
H: -4.800904 0.603372 4.441226

Cartesian forces, eV/Å:
Pt 0.173 0.175 -0.251
S 0.322 0.072 0.361
P -0.236 0.197 -0.339
C 0.367 -0.455 0.277
P -0.008 0.492 0.108
S -0.105 -0.410 -0.193
C 0.006 0.004 -0.008
C 0.008 -0.001 -0.014
C -0.007 -0.016 0.014
C -0.004 0.017 -0.004
C 0.010 -0.008 0.009
C -0.002 -0.004 -0.020
C -0.128 -0.016 -0.041
C 0.086 -0.042 0.013
C -0.010 -0.003 -0.016
C -0.003 0.009 0.016
C 0.001 -0.013 -0.008
C -0.033 0.042 -0.031
C -0.011 -0.018 -0.052
C 0.005 -0.004 0.049
C 0.008 0.001 0.001
C -0.014 -0.005 -0.004
C 0.013 0.012 0.020
C 0.044 -0.021 0.007
C -0.105 -0.012 0.034
C -0.004 -0.014 0.031
C 0.014 0.000 -0.007
C -0.002 0.002 0.004
C 0.011 -0.011 -0.016
C 0.032 0.061 0.035
H -0.012 0.011 -0.006
H -0.014 0.011 -0.011
H -0.013 0.001 0.011
H -0.001 -0.006 0.019
H 0.009 -0.005 0.008
H -0.027 0.006 -0.008
H 0.004 -0.003 -0.011
H 0.006 0.019 -0.011
H 0.000 0.023 0.010
H 0.001 0.012 0.014
H -0.017 -0.006 -0.026
H -0.021 0.000 -0.017
H -0.016 -0.002 0.010
H -0.001 -0.002 0.013
H -0.025 -0.009 -0.019
H -0.012 0.003 -0.002
H -0.007 0.012 0.002
H 0.003 0.005 -0.014
H 0.009 -0.009 -0.013
H -0.008 -0.022 -0.012
C -0.016 0.012 -0.026
C 0.020 -0.068 -0.065
N -0.091 -0.136 0.143
C -0.099 0.045 0.038
C 0.013 -0.010 0.051
C -0.066 0.007 0.060
C -0.101 -0.093 -0.060
C 0.057 0.136 0.061
C -0.054 -0.034 0.114
C 0.025 0.003 0.001
C -0.015 0.029 0.019
N 0.050 -0.049 -0.073
C 0.361 -0.138 -0.505
N 0.157 0.001 -0.001
H -0.001 -0.013 -0.014
H -0.012 0.010 0.022
H -0.055 -0.071 -0.033
H 0.011 -0.004 -0.010
H 0.042 -0.033 -0.044
H -0.009 0.009 0.011
H 0.006 -0.008 0.002
H 0.006 -0.005 -0.004
H 0.052 -0.249 -0.740
O -0.077 0.149 -0.046
P 0.042 -0.020 0.329
C -0.020 -0.021 0.025
C 0.020 -0.028 -0.029
C -0.008 0.021 0.020
C 0.002 0.036 0.007
C 0.005 -0.030 -0.007
C -0.010 0.019 0.022
C -0.186 0.282 0.313
C -0.373 0.203 0.511
C -0.001 -0.033 0.101
C 0.070 0.026 -0.008
C -0.069 0.010 -0.043
C 0.054 -0.053 0.018
C -0.014 0.042 -0.013
C 0.026 0.016 -0.055
C -0.018 0.018 0.035
C 0.012 -0.011 -0.024
C 0.000 -0.003 0.008
C -0.014 -0.033 0.006
H -0.036 -0.022 0.016
H -0.014 0.007 0.021
H 0.002 0.011 -0.001
H 0.017 0.013 -0.015
H 0.013 -0.014 -0.022
H -0.015 0.058 -0.007
H 0.034 0.008 -0.003
H 0.001 -0.002 0.003
H 0.001 -0.025 0.001
H -0.007 -0.018 -0.009
H -0.015 -0.009 0.022
H -0.026 -0.004 -0.010
H -0.004 -0.005 -0.010
H 0.020 -0.006 -0.017
H 0.020 0.007 -0.002